Record 1
Computed, not measured: a structure of composition C36H44FeN2Si at a distorted geometry, with ωB97M-V with the def2-TZVPD basis set.

Geometry as XYZ:
```
84
Properties=species:S:1:pos:R:3:forces:R:3
H -5.312 -2.382 1.789 0.0 -0.1 0.0
C 6.183 -1.609 2.062 -0.2 0.1 -0.1
H 3.952 5.412 -2.842 0.0 -0.3 0.1
C 2.901 2.934 1.900 0.9 0.5 -1.0
C 4.597 2.111 -3.418 0.1 0.1 0.3
H -2.501 -4.903 2.093 0.0 0.0 0.2
H 1.752 1.303 1.153 -0.5 0.2 1.5
C 4.165 -0.296 2.307 0.3 -0.4 -0.1
C -2.759 -1.268 1.442 0.6 0.3 -0.2
C 3.792 3.840 -1.360 0.1 -0.1 -0.5
H -4.972 -3.541 4.573 0.2 0.1 -0.1
C -1.633 1.834 -2.488 0.2 0.0 0.2
C 3.914 2.468 -1.104 0.3 0.6 -0.1
H 0.498 1.852 -2.112 -0.3 -0.2 0.2
H 2.205 -2.635 1.317 -0.1 0.1 -0.3
H -3.748 3.992 -2.710 0.0 -0.1 -0.2
H 7.549 -0.949 0.520 -0.2 0.0 0.2
H 6.127 0.958 -0.194 -0.2 -0.3 0.2
H -0.455 -1.968 -2.099 0.2 0.2 0.3
H 6.805 -2.451 2.373 -0.2 0.3 -0.1
C 0.491 -2.505 -0.143 0.2 0.1 -0.8
H -2.220 -4.623 3.827 -0.1 -0.1 -0.1
C 1.639 -1.272 -1.715 -0.2 -0.4 0.5
H 3.489 4.516 -0.556 0.0 -0.2 -0.3
C 4.364 1.618 -2.130 -0.2 0.3 -0.5
Fe 1.090 0.095 0.416 0.8 -2.1 -1.8
Si 3.310 1.690 0.480 0.5 0.8 1.4
C -3.625 -3.220 2.894 -0.2 0.0 0.0
H -3.580 0.730 -4.535 -0.2 0.0 0.1
C 5.786 0.292 0.604 0.2 -0.6 0.1
C -2.942 0.739 -0.814 0.7 -0.1 0.5
C -2.901 1.487 -1.995 0.0 -0.1 -0.2
H -5.328 1.034 -4.419 0.2 0.0 0.2
H -4.709 -1.830 4.170 0.1 -0.1 0.1
C 4.057 4.343 -2.644 0.0 -0.1 0.0
H -5.458 -4.109 2.154 0.2 0.2 0.0
C 4.444 3.479 -3.675 -0.1 0.0 0.3
H -1.142 -2.771 4.034 -0.1 0.2 -0.4
C -0.488 1.543 -1.752 -0.4 -0.2 0.5
H 3.235 -0.088 2.849 0.3 -0.1 -0.3
H -4.963 3.519 -3.914 0.2 -0.1 0.1
H 0.668 -1.332 3.178 -0.3 0.0 -0.2
H -0.246 -3.181 0.288 0.0 0.5 0.1
H 4.897 1.426 -4.214 0.0 0.3 0.2
H 4.630 3.867 -4.679 -0.1 -0.1 0.3
C -0.312 -1.329 2.695 -0.7 0.4 -0.4
C -4.175 1.860 -2.764 -0.1 0.0 -0.1
C -4.427 0.792 -3.841 0.1 -0.2 0.0
C 4.968 -1.364 2.714 0.0 0.2 0.0
C -5.393 1.924 -1.835 0.0 0.0 0.1
H 2.704 2.441 2.858 0.0 -0.1 -0.4
C 0.392 -1.884 -1.417 0.4 -0.5 0.3
H -3.250 3.202 -4.228 -0.2 0.1 0.1
C -4.752 -3.321 1.861 0.0 0.0 0.0
C -1.338 -2.146 3.158 0.3 0.2 -0.2
C -1.698 -0.442 1.030 0.8 -1.1 1.7
H -5.209 2.613 -1.003 -0.1 -0.1 -0.1
C -2.976 -4.606 3.036 0.1 -0.1 -0.1
H -1.512 2.343 -3.448 -0.1 -0.1 0.5
C -4.221 -2.809 4.249 0.0 0.2 0.1
C 4.540 0.487 1.204 -0.2 0.2 0.1
H -4.568 -0.194 -3.381 0.0 0.1 -0.1
C -2.569 -2.191 2.478 0.1 0.1 0.2
H -3.693 -1.192 0.890 0.2 -0.3 0.3
H 1.915 -0.777 -2.645 -0.1 -0.1 0.3
H 3.590 -1.345 -0.580 -0.3 0.2 0.1
N -0.464 -0.511 1.622 -1.8 -0.7 1.1
N -0.533 0.880 -0.571 -1.4 0.2 -1.0
H -3.447 -2.747 5.021 -0.1 0.0 -0.1
H -4.352 -3.579 0.873 -0.1 0.0 0.1
H 4.524 0.554 -1.937 -0.2 0.2 -0.1
H 4.642 -2.002 3.537 0.2 0.2 -0.2
C 2.520 -1.519 -0.605 -0.6 -0.4 0.4
H 2.584 0.689 -0.441 -0.3 -0.1 -0.6
H -6.264 2.290 -2.392 0.2 -0.1 0.1
H -3.739 -5.356 3.282 0.1 0.2 0.0
H 2.058 3.575 1.624 0.1 0.0 0.2
C -4.016 3.225 -3.446 0.1 0.1 0.1
H -5.648 0.936 -1.434 0.0 0.2 0.0
H 3.803 3.553 2.016 -0.2 0.1 0.1
C 1.785 -2.240 0.393 0.4 0.4 -0.6
C -1.754 0.432 -0.132 0.4 1.0 -1.5
H -3.873 0.381 -0.375 0.2 0.3 -0.3
C 6.598 -0.773 1.022 -0.1 0.2 0.1
```
Forces are in eV/Å.

Energy relative to the best compared isomer or geometry (same formula, charge and spin), kcal/mol: 27.1
Orbital gap (spin up / spin down), eV: 6.39 / 7.00
Calculated total energy, eV: -83283.7179
Total charge: +1
Multiplicity: 6
E_HOMO (spin up / spin down), eV: -9.9 / -10.8

Record 2
Computed, not measured: a cluster of 8 separate species, C36H44N4O12 in total at a distorted geometry, with ωB97M-V with the def2-TZVPD basis set.

Geometry as XYZ:
```
96
Properties=species:S:1:pos:R:3:forces:R:3
C -5.198 1.608 1.745 -0.2 -0.1 -0.7
C 5.273 1.517 2.258 0.1 0.5 0.2
C -0.497 0.808 1.265 -0.1 -0.1 -0.3
O -2.744 -0.190 -0.065 0.1 0.0 0.2
H 4.497 -2.887 -1.623 0.5 0.1 0.6
H 6.244 -3.135 -1.757 0.1 -0.1 0.3
C -1.765 1.113 4.822 -0.1 -0.4 -1.5
H 0.588 1.537 2.889 0.5 0.1 0.0
H -4.768 3.099 0.384 0.1 0.2 0.1
C 1.901 0.668 1.365 0.9 -0.3 -0.4
N 2.611 2.317 4.745 0.1 -0.8 0.5
H 2.512 -6.254 -3.132 -0.1 0.0 0.1
C 5.466 -2.389 -1.587 0.2 0.4 0.2
H 3.633 3.976 0.606 0.1 0.1 0.0
H 2.856 0.890 1.831 -0.4 -0.4 0.1
O -5.436 1.661 2.923 -0.1 -0.1 0.5
H -2.484 -2.416 -2.932 0.4 -0.5 -0.4
O 2.983 1.588 5.646 0.1 0.0 0.1
H -2.061 7.060 0.413 0.1 0.0 0.5
C 3.121 3.272 2.541 -0.1 -0.1 0.7
C 1.926 0.045 0.117 -0.6 0.7 -0.2
C -0.465 0.229 0.002 0.4 0.3 0.8
H -3.550 0.279 3.809 0.2 0.7 0.0
C -0.980 4.728 2.064 0.4 -0.1 0.1
H -6.986 0.485 1.144 0.2 0.1 0.5
O -1.536 4.215 -0.153 0.0 -0.1 -0.5
O 0.132 -6.256 -2.643 -0.2 0.6 -0.4
N -1.708 -0.112 -0.690 0.2 0.4 -0.7
H -3.528 0.178 5.560 0.1 -0.3 0.0
C -5.292 -1.323 -4.323 0.1 0.6 0.4
C 4.837 -2.125 0.876 0.1 0.3 0.8
H 4.963 -1.422 1.702 0.2 -0.2 0.1
C -1.128 6.533 0.202 0.1 0.0 -0.6
C 3.454 2.381 3.561 0.3 0.8 -0.8
H 5.597 2.456 0.361 -0.1 -0.1 -0.1
O -3.721 -4.808 -6.986 -0.2 0.2 0.2
C -0.583 0.756 5.695 -0.6 0.8 0.0
H -6.095 1.055 -0.208 0.4 0.3 0.1
O -1.620 -0.282 -1.896 -0.1 -0.1 0.1
H -1.430 1.111 1.721 0.0 -0.1 0.0
H -0.108 1.699 5.958 0.0 -0.1 0.3
H -3.721 3.145 1.825 0.1 -0.1 0.0
H -1.025 6.621 -0.880 0.2 -0.3 0.0
O 1.572 2.934 4.766 -0.3 0.6 -0.3
C 3.905 3.304 1.410 0.2 -0.2 -0.6
H 6.099 0.827 2.158 0.0 -0.1 -0.1
H 0.757 -0.527 -1.582 -0.1 0.1 0.0
O -5.830 -4.386 -7.007 0.0 0.2 0.1
H 0.558 -2.487 -3.138 0.1 0.2 0.1
C 3.853 -3.202 -3.546 0.5 -0.3 -0.4
H 0.155 0.222 5.094 -0.2 -0.4 0.0
C 2.725 -2.415 -3.358 -0.3 -0.3 -0.7
H -0.923 0.188 6.557 0.4 -0.2 0.1
C -4.177 -1.362 -3.491 -0.7 -0.6 -0.9
C 0.707 1.051 1.927 -1.2 0.1 0.1
H -1.725 4.049 2.480 -0.3 0.2 -0.2
H 2.238 3.888 2.640 0.1 0.1 0.0
H -6.342 -2.132 -5.979 0.1 -0.3 -0.1
C 5.639 -1.615 -0.301 -0.9 -0.5 -0.2
H 4.813 -2.723 -3.704 -0.5 -0.2 -0.6
C -3.266 -2.398 -3.679 -0.1 0.6 0.8
H 2.844 -0.259 -0.366 0.2 0.1 0.2
H 5.181 -3.122 1.163 0.1 0.0 0.0
H -2.525 -0.893 4.524 0.2 0.0 0.5
C 0.748 -0.075 -0.599 -0.1 -1.0 -0.1
H 3.755 -2.213 0.759 0.1 0.0 -0.7
H 4.698 -5.201 -3.520 0.1 0.1 0.0
C 3.823 -4.581 -3.405 -1.3 0.3 -0.3
H 4.654 0.727 4.148 0.3 0.4 0.3
H -5.477 -0.275 0.714 0.2 0.1 0.2
H -0.085 4.096 2.082 0.2 0.3 0.0
C 4.542 1.540 3.442 -0.4 -1.1 -0.2
C 1.431 -4.422 -3.116 0.4 1.0 -0.1
H 2.809 -1.345 -3.492 -0.1 0.1 0.2
O 6.308 -0.619 -0.228 0.4 0.3 0.1
N 0.125 -5.082 -2.982 -0.1 -0.2 0.8
C 1.496 -3.026 -3.178 -0.5 -0.4 -0.1
H -0.270 7.002 0.681 -0.2 0.2 0.1
H -3.475 1.986 0.452 0.1 -0.2 0.2
C -5.966 0.697 0.816 -0.7 -0.7 -0.5
C 4.974 2.419 1.244 0.0 0.2 0.5
C 2.577 -5.175 -3.189 0.6 -0.9 -0.2
O -0.872 -4.396 -3.141 0.4 -0.4 -0.1
C -5.460 -2.218 -5.359 -0.3 0.2 -0.1
C -2.899 0.126 4.667 -0.2 -0.5 0.2
H -0.847 5.598 2.704 0.1 -0.1 0.1
C -4.191 2.493 1.094 -0.2 0.6 -0.4
O -1.752 2.106 4.121 0.2 0.2 0.3
H -2.628 -4.039 -4.897 -0.3 -0.3 0.1
C -3.418 -3.333 -4.697 0.4 0.9 -0.4
N -4.703 -4.194 -6.595 0.4 -0.4 -0.7
C -4.490 -3.178 -5.572 -0.1 -0.3 1.0
H -4.085 -0.598 -2.734 0.3 -0.2 0.2
H -6.036 -0.561 -4.119 -0.1 -0.1 -0.3
C -1.232 5.091 0.620 -0.5 -0.4 0.4
H 5.521 -1.721 -2.449 0.2 0.3 0.5
```
Forces are in eV/Å.

Energy relative to the best compared isomer or geometry (same formula, charge and spin), kcal/mol: 24.8
SMILES: O=[N+]([O-])c1ccccc1.O=[N+]([O-])c1ccccc1.O=[N+]([O-])c1ccccc1.O=[N+]([O-])c1ccccc1.CC(C)=O.CC(C)=O.CC(C)=O.CC(C)=O
Orbital gap, eV: 8.44
Calculated total energy, eV: -68564.0492
E_HOMO, eV: -9.4

What is the formula in the first record?
C36H44FeN2Si